[1]
DFT (wB97M-V/def2-TZVPD) results for the ion C5H9N2O5S with charge -1.

Values from the calculation:
Energy relative to the best compared isomer or geometry (same formula, charge and spin) ... 65.9 kcal per mole
F_max ... 5.60 eV/Å
Net charge ... -1
SMILES ... COC(=O)N=[S@](=O)([O-])N1CCCO1
E_HOMO ... -5.27 eV
Frontier orbital gap ... 8.90 eV
LUMO energy ... 3.6 eV

Last column: Löwdin charge in e.
Geometry (Å):
C (-4.172, 0.582, -0.174)  -0.06
O (-3.039, 1.150, 0.563)  -0.08
C (-1.845, 1.171, -0.102)  -0.70
O (-1.741, 0.620, -1.228)  -0.03
N (-0.968, 1.761, 0.638)  -0.04
S (0.431, 2.266, 0.074)  0.65
O (1.290, 2.351, 1.248)  -0.34
O (0.274, 3.541, -0.574)  -0.31
N (1.184, 1.016, -1.033)  -0.18
C (1.058, -0.270, -0.573)  -0.24
C (1.937, -0.238, 0.717)  -0.15
C (3.096, 0.567, 0.161)  -0.19
O (2.554, 1.310, -0.961)  -0.16
H (-3.764, -0.116, -0.935)  0.08
H (-4.517, 1.495, -0.697)  0.09
H (-5.008, 0.092, 0.250)  0.05
H (1.354, -1.128, -1.214)  0.13
H (0.034, -0.274, -0.247)  0.09
H (1.334, 0.180, 1.414)  0.04
H (2.245, -1.356, 1.039)  0.15
H (3.601, 1.210, 0.823)  0.09
H (3.798, -0.087, -0.385)  0.11

***

[2]
DFT (wB97M-V/def2-TZVPD) results for the ion C5H9N2OS with charge +1.

Values from the calculation:
Energy relative to the best compared isomer or geometry (same formula, charge and spin) ... 120.7 kcal per mole
F_max ... 8.68 eV/Å
Net charge ... +1
SMILES ... CS/C(=C\C#N)[NH2+]CO
E_HOMO (alpha / beta) ... -12.54 / -12.99 eV
Frontier orbital gap (alpha / beta) ... 7.31 / 7.92 eV
LUMO energy (alpha / beta) ... -5.2 / -5.1 eV

Last column: Löwdin charge in e.
Geometry (Å):
C (2.440, -1.785, -0.241)  -0.30
S (0.712, -1.723, 0.318)  0.97
C (0.318, -0.053, 0.469)  -0.45
C (1.258, 1.329, 0.174)  0.03
C (2.565, 1.321, -0.216)  -0.29
N (3.662, 1.418, -0.574)  0.21
N (-1.113, 0.342, 0.461)  0.04
C (-1.892, 0.442, -0.866)  -0.20
O (-3.160, 0.653, -0.412)  -0.01
H (2.465, -2.140, -1.296)  0.08
H (3.168, -2.312, 0.344)  0.06
H (2.707, -0.733, -0.158)  -0.02
H (0.632, 2.147, 0.144)  0.06
H (-1.200, 1.274, 0.878)  0.18
H (-1.593, -0.473, 0.902)  0.18
H (-1.854, -0.540, -1.564)  0.20
H (-1.615, 1.277, -1.446)  0.12
H (-3.874, 0.666, -1.061)  0.14

***

[3]
DFT (wB97M-V/def2-TZVPD) results for the ion C5H9N2OS with charge +1.

Values from the calculation:
Energy relative to the best compared isomer or geometry (same formula, charge and spin) ... 42.6 kcal per mole
F_max ... 3.47 eV/Å
Net charge ... +1
E_HOMO ... -13.27 eV
Frontier orbital gap ... 8.63 eV
LUMO energy ... -4.6 eV

Last column: Löwdin charge in e.
Geometry (Å):
C (1.752, -0.393, 0.591)  -0.08
C (2.251, 0.838, 0.777)  -0.10
C (0.436, -0.802, 0.678)  -0.07
C (-1.844, 0.030, 0.944)  -0.53
C (-1.810, -0.447, -1.911)  -0.42
N (-0.605, -0.062, 0.883)  0.11
N (1.496, 1.925, 0.864)  0.18
O (-2.534, 0.251, 2.089)  0.11
S (-2.960, -0.239, -0.584)  0.95
H (2.455, -1.130, 0.586)  0.08
H (3.337, 1.025, 0.705)  0.16
H (0.320, -1.926, 0.741)  0.18
H (-2.205, -0.884, -2.820)  0.06
H (-1.045, -1.082, -1.575)  -0.01
H (-1.071, 0.387, -2.136)  0.08
H (0.563, 1.940, 1.209)  0.11
H (1.919, 2.803, 0.938)  0.11
H (-3.444, 0.346, 1.835)  0.09

***

[4]
DFT (wB97M-V/def2-TZVPD) results for a cluster of 2 separate species, C5H9N2P in total.

Values from the calculation:
Energy relative to the best compared isomer or geometry (same formula, charge and spin) ... 107.5 kcal per mole
F_max ... 4.51 eV/Å
Net charge ... 0
E_HOMO ... -8.39 eV
Frontier orbital gap ... 9.07 eV
LUMO energy ... 0.7 eV

Last column: Löwdin charge in e.
Geometry (Å):
C (-1.255, -2.144, 0.098)  -0.07
C (-1.471, 1.200, -0.667)  -0.72
C (-0.259, -2.813, -0.783)  -0.09
C (-0.270, 2.944, 0.612)  -0.12
C (-0.438, 1.409, 0.269)  -0.39
N (-1.805, -2.451, 1.130)  -0.13
N (-2.432, -2.493, 2.209)  0.06
P (-2.654, 1.363, -1.633)  0.79
H (0.716, -2.270, -0.833)  0.08
H (-0.633, -2.967, -1.806)  0.07
H (-0.070, -3.798, -0.356)  0.07
H (-1.305, 3.512, 0.657)  0.11
H (0.087, 3.355, -0.336)  0.06
H (0.481, 3.249, 1.269)  0.03
H (-0.475, 0.749, 1.254)  0.14
H (0.546, 1.179, -0.146)  0.10
H (-3.380, -2.691, 2.232)  0.02

***

[5]
DFT (wB97M-V/def2-TZVPD) results for an isolated molecule of C5H9N2P.

Values from the calculation:
Energy relative to the best compared isomer or geometry (same formula, charge and spin) ... 103.6 kcal per mole
F_max ... 4.29 eV/Å
Net charge ... 0
E_HOMO (alpha / beta) ... -7.98 / -7.65 eV
Frontier orbital gap (alpha / beta) ... 7.71 / 7.90 eV
LUMO energy (alpha / beta) ... -0.3 / 0.2 eV

Last column: Löwdin charge in e.
Geometry (Å):
C (-0.276, -1.444, -0.064)  -0.07
C (-1.908, 2.046, 0.011)  0.01
C (-0.554, 0.010, -0.587)  -0.20
C (0.756, -0.690, -0.714)  -0.36
C (-0.998, 1.110, 0.341)  -0.16
N (2.675, -1.229, 0.568)  0.01
N (1.994, -0.333, -0.046)  -0.58
P (2.568, 1.239, -0.087)  0.80
H (-0.237, -1.625, 1.032)  0.13
H (-0.942, -2.094, -0.540)  0.08
H (-2.635, 1.726, -0.842)  0.09
H (-2.166, 2.867, 0.604)  0.02
H (-1.111, -0.200, -1.510)  0.14
H (0.773, -1.018, -1.716)  0.14
H (-0.469, 1.253, 1.228)  0.07
H (2.121, -2.031, 0.926)  0.06
H (3.781, 1.055, 0.599)  -0.17

***

[6]
DFT (wB97M-V/def2-TZVPD) results for the ion C5H9N2S with charge +1.

Values from the calculation:
Energy relative to the best compared isomer or geometry (same formula, charge and spin) ... 10.2 kcal per mole
F_max ... 4.14 eV/Å
Net charge ... +1
E_HOMO ... -13.86 eV
Frontier orbital gap ... 10.66 eV
LUMO energy ... -3.2 eV

Last column: Löwdin charge in e.
Geometry (Å):
C (-0.915, 1.383, 0.922)  -0.66
C (0.315, -0.058, -1.537)  -0.06
C (-0.595, -0.635, -0.523)  -0.10
C (0.803, -0.300, -0.136)  -0.64
C (1.843, -1.342, 0.187)  -0.05
N (-1.591, 0.527, 0.199)  0.13
N (-1.478, 2.375, 1.595)  0.16
S (0.806, 1.173, 0.948)  1.13
H (0.663, -0.718, -2.317)  0.13
H (0.142, 0.951, -1.878)  0.12
H (-1.078, -1.593, -0.506)  0.15
H (2.643, -1.321, -0.550)  0.10
H (1.410, -2.341, 0.191)  0.10
H (2.279, -1.159, 1.164)  0.08
H (-2.588, 0.501, 0.065)  0.15
H (-2.480, 2.504, 1.624)  0.14
H (-0.917, 3.010, 2.140)  0.12

***

[7]
DFT (wB97M-V/def2-TZVPD) results for an isolated molecule of C5H9N3.

Values from the calculation:
Energy relative to the best compared isomer or geometry (same formula, charge and spin) ... 94.8 kcal per mole
F_max ... 5.84 eV/Å
Net charge ... 0
SMILES ... NCc1[nH]ccc1N
E_HOMO ... -7.86 eV
Frontier orbital gap ... 8.58 eV
LUMO energy ... 0.7 eV

Last column: Löwdin charge in e.
Geometry (Å):
N (-0.785, -2.096, 1.293)  0.00
C (-0.166, -0.712, 1.443)  -0.21
C (0.054, 0.239, 0.370)  -0.31
N (-0.545, 1.451, 0.480)  0.02
C (-0.418, 2.175, -0.590)  -0.14
C (0.262, 1.260, -1.445)  -0.06
C (0.527, 0.006, -0.806)  -0.46
N (1.044, -1.106, -1.370)  0.01
H (-0.522, -2.317, 0.329)  0.03
H (-1.792, -1.988, 1.071)  0.07
H (-0.784, -0.281, 2.221)  0.10
H (0.677, -0.849, 2.063)  0.09
H (-0.691, 1.924, 1.345)  0.15
H (-0.578, 3.346, -0.620)  0.15
H (0.495, 1.467, -2.604)  0.13
H (1.254, -1.042, -2.597)  0.20
H (1.967, -1.477, -0.582)  0.22

***

[8]
DFT (wB97M-V/def2-TZVPD) results for an isolated molecule of C5H9N3.

Values from the calculation:
Energy relative to the best compared isomer or geometry (same formula, charge and spin) ... 30.6 kcal per mole
F_max ... 6.04 eV/Å
Net charge ... 0
SMILES ... NCCc1c[nH]cn1
E_HOMO ... -8.51 eV
Frontier orbital gap ... 9.42 eV
LUMO energy ... 0.9 eV

Last column: Löwdin charge in e.
Geometry (Å):
N (0.131, 1.426, 2.529)  -0.01
C (1.168, 1.155, 1.487)  -0.29
C (1.069, -0.273, 0.893)  -0.21
C (0.260, -0.489, -0.229)  -0.33
C (0.343, -1.294, -1.357)  -0.08
N (-0.741, -1.079, -2.190)  0.05
C (-1.505, -0.076, -1.462)  -0.16
N (-0.956, 0.281, -0.327)  0.10
H (-0.090, 2.418, 2.529)  0.06
H (-0.689, 0.945, 2.244)  0.02
H (1.331, 1.936, 0.638)  0.14
H (2.072, 1.128, 2.091)  0.08
H (0.716, -0.962, 1.831)  0.17
H (2.186, -0.605, 0.740)  0.14
H (1.172, -1.931, -1.634)  0.11
H (-1.270, -1.692, -2.774)  0.12
H (-2.474, 0.226, -1.743)  0.09

***

[9]
DFT (wB97M-V/def2-TZVPD) results for an isolated molecule of C5H9N3.

Values from the calculation:
Energy relative to the best compared isomer or geometry (same formula, charge and spin) ... 95.3 kcal per mole
F_max ... 2.70 eV/Å
Net charge ... 0
SMILES ... C#C/C(=N/C)N(C)N
E_HOMO ... -9.02 eV
Frontier orbital gap ... 9.81 eV
LUMO energy ... 0.8 eV

Last column: Löwdin charge in e.
Geometry (Å):
C (2.930, -1.155, 0.286)  0.13
C (1.739, -0.964, 0.059)  -0.05
C (0.329, -0.686, -0.150)  -0.40
N (-0.545, -1.596, -0.053)  0.06
C (-1.972, -1.264, -0.332)  -0.12
N (-0.016, 0.672, -0.272)  -0.25
C (-0.656, 1.275, 0.840)  -0.10
N (0.964, 1.521, -0.773)  0.05
H (3.975, -1.455, 0.265)  0.04
H (-2.468, -2.194, -0.658)  0.07
H (-2.074, -0.458, -1.083)  0.08
H (-2.452, -0.938, 0.640)  0.08
H (0.115, 1.633, 1.530)  0.08
H (-1.208, 2.193, 0.608)  0.08
H (-1.395, 0.654, 1.419)  0.09
H (1.888, 1.143, -0.542)  0.06
H (0.846, 1.618, -1.782)  0.09

***

[10]
DFT (wB97M-V/def2-TZVPD) results for a structure of composition C5H9N3.

Values from the calculation:
Energy relative to the best compared isomer or geometry (same formula, charge and spin) ... 115.9 kcal per mole
F_max ... 10.65 eV/Å
Net charge ... 0
E_HOMO ... -8.67 eV
Frontier orbital gap ... 9.35 eV
LUMO energy ... 0.7 eV

Last column: Löwdin charge in e.
Geometry (Å):
C (1.506, -0.833, -0.458)  -0.07
C (0.520, 0.066, 0.165)  -0.77
C (0.007, -0.484, 1.528)  -0.03
C (-0.310, 1.953, -0.222)  -0.18
C (-0.776, -0.011, -0.633)  -0.30
H (1.064, -1.907, -0.553)  0.10
H (1.973, -0.189, -1.324)  0.12
H (2.486, -1.084, 0.226)  0.13
H (-1.250, -0.268, 1.934)  0.18
H (0.266, -1.500, 1.254)  0.04
H (0.784, -0.261, 2.345)  0.10
H (-0.379, 2.957, -0.134)  0.09
H (-2.361, 1.636, -0.866)  0.16
H (-1.926, -1.489, -1.685)  0.10
N (0.733, 1.313, 0.307)  0.11
N (-1.402, 1.336, -0.693)  0.15
N (-0.935, -1.233, -1.190)  0.09

***

[11]
DFT (wB97M-V/def2-TZVPD) results for a structure of composition C5H9N3.

Values from the calculation:
Energy relative to the best compared isomer or geometry (same formula, charge and spin) ... 185.5 kcal per mole
F_max ... 10.38 eV/Å
Net charge ... 0
E_HOMO ... -9.12 eV
Frontier orbital gap ... 10.08 eV
LUMO energy ... 1.0 eV

Last column: Löwdin charge in e.
Geometry (Å):
C (1.135, -0.946, 0.438)  -0.06
C (0.190, -0.257, -0.548)  -0.30
C (0.580, 1.570, 0.294)  -0.26
C (-0.683, 0.713, 0.228)  -0.17
C (-0.998, -1.255, -1.052)  -0.06
H (1.542, -0.450, 1.294)  0.08
H (1.726, -1.680, -0.020)  0.07
H (0.514, -1.739, 0.835)  0.07
H (0.765, 1.601, -1.674)  0.13
H (0.410, 2.466, 0.269)  0.01
H (1.364, 1.754, 1.127)  0.16
H (-1.265, 1.043, -0.575)  0.12
H (-2.354, 0.028, 1.089)  0.03
H (-0.835, -2.259, -1.680)  0.14
N (1.208, 1.040, -0.846)  0.04
N (-1.594, -0.309, 0.817)  0.01
N (-1.705, -1.319, 0.005)  -0.01

***

[12]
DFT (wB97M-V/def2-TZVPD) results for a structure of composition C5H9N3.

Values from the calculation:
Energy relative to the best compared isomer or geometry (same formula, charge and spin) ... 179.1 kcal per mole
F_max ... 6.03 eV/Å
Net charge ... 0
E_HOMO ... -9.34 eV
Frontier orbital gap ... 10.07 eV
LUMO energy ... 0.7 eV

Last column: Löwdin charge in e.
Geometry (Å):
C (-1.133, -0.493, -0.003)  -0.46
C (0.753, 0.696, -0.221)  -0.35
C (2.227, 0.114, -0.156)  -0.11
C (1.516, -1.178, 0.108)  -0.21
C (0.249, -0.588, 0.460)  -0.32
H (-2.779, -0.631, -0.518)  0.06
H (-2.058, 0.865, 1.087)  0.22
H (-0.411, 2.530, -0.484)  0.14
H (0.492, 0.249, -1.204)  0.14
H (2.927, 0.511, 0.566)  0.09
H (2.800, 0.027, -1.376)  0.19
H (2.018, -1.874, 0.752)  0.11
H (1.097, -1.445, -1.020)  0.18
H (0.231, -0.778, 1.664)  0.21
N (-2.077, -1.386, -0.246)  0.11
N (-1.523, 0.963, -0.056)  0.01
N (-0.113, 1.742, 0.216)  0.00